# 1
Formula: C6H7O3S
Source: the Open Molecules 2025 dataset
Level of theory: ωB97M-V/def2-TZVPD

Element x y z (Å)
C: -2.048 1.365 0.094
C: -0.724 1.487 -0.143
C: -2.671 0.065 0.285
C: 0.027 -0.545 -0.384
C: 2.371 -0.125 0.390
C: 1.172 -1.018 0.390
O: 0.069 2.353 -0.338
O: -3.841 -0.080 0.553
O: 0.183 -0.751 -1.822
S: -1.483 -1.295 0.166
H: -2.676 2.224 -0.015
H: 3.075 -0.519 1.138
H: 1.957 0.827 0.825
H: 2.666 -0.072 -0.600
H: 1.010 -1.219 1.535
H: 1.592 -2.124 0.163
H: -0.678 -0.572 -2.236

## Properties
Relative energy (zero: lowest compared OMol25 entry of this formula, charge and spin)   1.3139 eV
HOMO-LUMO gap   7.22 eV
Charge   -1
E   -23312.689 eV

Mulliken atomic charge list, values in e, 5 entries:
1. C -0.709
2. C 0.501
3. C 0.539
4. C 0.405
5. C -1.152

# 2
Formula: C29H27N6O6ReS2
Source: the Open Molecules 2025 dataset
Level of theory: ωB97M-V/def2-TZVPD

Element x y z (Å)
Re: 0.815 -0.912 -2.211
S: 0.975 1.448 -1.634
C: 0.669 1.584 0.018
N: 0.948 2.672 0.700
C: 0.644 2.758 2.131
C: -0.660 2.070 2.410
N: -0.626 0.711 1.865
C: -1.379 -0.291 2.641
C: -0.644 -0.635 3.912
C: 0.602 -1.255 3.850
C: 1.287 -1.556 5.016
C: 0.731 -1.242 6.251
C: -0.510 -0.630 6.317
C: -1.195 -0.323 5.148
C: -0.011 0.448 0.731
S: -0.028 -1.083 0.029
C: 1.592 3.867 0.119
C: 0.605 5.003 0.034
C: -0.480 4.912 -0.836
C: -1.405 5.941 -0.902
C: -1.250 7.068 -0.103
C: -0.170 7.165 0.760
C: 0.756 6.131 0.830
H: 0.574 3.811 2.393
H: 1.459 2.302 2.700
H: -1.499 2.615 1.968
H: -0.815 1.991 3.485
H: -1.539 -1.164 2.013
H: -2.351 0.150 2.866
H: 1.030 -1.517 2.889
H: 2.251 -2.045 4.964
H: 1.265 -1.483 7.160
H: -0.948 -0.392 7.277
H: -2.170 0.149 5.202
H: 1.984 3.604 -0.860
H: 2.431 4.126 0.767
H: -0.594 4.042 -1.474
H: -2.241 5.870 -1.585
H: -1.970 7.873 -0.160
H: -0.043 8.045 1.376
H: 1.607 6.213 1.497
O: -2.277 0.076 -4.665
C: -1.561 -0.474 -3.877
O: -0.622 0.125 -3.168
C: -1.692 -1.923 -3.522
C: -2.681 -2.695 -4.130
C: -2.788 -3.998 -3.756
C: -1.955 -4.497 -2.734
C: -2.105 -5.829 -2.277
C: -1.348 -6.302 -1.250
C: -0.413 -5.446 -0.635
C: -0.230 -4.162 -1.064
C: -0.986 -3.647 -2.143
N: -0.844 -2.351 -2.607
H: -3.299 -2.226 -4.881
H: -3.517 -4.657 -4.211
H: -2.842 -6.455 -2.763
H: -1.465 -7.319 -0.902
H: 0.185 -5.811 0.189
H: 0.517 -3.561 -0.579
N: 3.005 -0.409 -1.949
N: 3.776 -1.577 -1.809
C: 3.099 -2.770 -2.059
O: 3.659 -3.811 -2.230
O: 1.783 -2.593 -2.022
H: 3.171 0.032 -2.859
H: 3.227 0.230 -1.196
H: 4.732 -1.526 -2.130
O: 0.548 -2.209 -5.073
N: 1.483 -1.491 -5.172
O: 1.742 -0.770 -4.076

## Properties
Relative energy (zero: lowest compared OMol25 entry of this formula, charge and spin)   0.0000 eV
HOMO-LUMO gap (spin up / spin down)   6.29 / 6.24 eV
Multiplicity   2
Charge   +1
E   -75531.967 eV

Mulliken atomic charge list, values in e, 5 entries:
1. Re 2.024
2. S -0.325
3. C 0.458
4. N 0.171
5. C -0.736

# 3
Formula: C4H12
Source: the Open Molecules 2025 dataset
Level of theory: ωB97M-V/def2-TZVPD

Element x y z (Å)
C: -1.259 -1.573 -0.262
C: -2.146 -1.268 0.982
H: -1.883 -2.024 -1.040
H: -0.837 -0.739 -0.844
H: -0.362 -2.185 -0.182
H: -3.166 -1.426 0.669
H: -1.954 -0.229 1.225
H: -1.799 -1.875 1.810
C: 1.457 1.678 -0.979
C: 1.906 1.169 0.383
H: 1.156 2.726 -0.967
H: 2.258 1.630 -1.715
H: 0.579 1.129 -1.307
H: 2.079 0.090 0.319
H: 1.129 1.350 1.126
H: 2.845 1.547 0.781

## Properties
Relative energy (zero: lowest compared OMol25 entry of this formula, charge and spin)   0.4180 eV
HOMO-LUMO gap   12.71 eV
SMILES   CC.CC
E   -4342.110 eV

Mulliken atomic charge list, values in e, 5 entries:
1. C -0.642
2. C -0.744
3. H 0.299
4. H 0.018
5. H 0.303

# 4
Formula: F2N2O6Pt3
Source: the Open Molecules 2025 dataset
Level of theory: ωB97M-V/def2-TZVPD

Element x y z (Å)
Pt: 0.450 5.168 2.183
Pt: 1.697 0.149 3.186
Pt: 1.321 2.054 -2.804
N: -4.048 0.083 -1.415
O: -4.492 0.266 -0.282
O: -4.898 0.315 -2.327
O: -2.822 -0.280 -1.667
N: 3.546 -2.403 -0.245
O: 3.084 -1.470 -0.807
O: 4.063 -3.301 -0.784
O: 3.431 -2.228 0.962
F: 0.082 2.337 0.417
F: -1.414 -0.690 3.584

## Properties
HOMO-LUMO gap (spin up / spin down)   6.08 / 5.63 eV
Multiplicity   7
Charge   +2
E   -30392.330 eV

Mulliken atomic charge list, values in e, 5 entries:
1. Pt 0.887
2. Pt 0.957
3. Pt 0.931
4. N 1.024
5. O -0.342

# 5
Formula: C6H10N3
Source: the Open Molecules 2025 dataset
Level of theory: ωB97M-V/def2-TZVPD

Element x y z (Å)
C: -2.987 0.466 -1.914
C: -0.129 0.232 -0.227
C: 1.850 0.132 0.866
C: 1.790 1.354 -0.113
C: 0.048 -1.692 1.190
C: -2.667 -0.409 -0.800
N: -3.224 1.223 -2.783
N: 0.482 -0.380 0.702
N: 0.519 1.264 -0.751
H: 2.540 -0.583 0.660
H: 2.015 0.477 1.874
H: 1.857 2.255 0.490
H: 2.524 1.405 -0.928
H: 0.937 -2.261 1.495
H: -0.490 -1.445 2.175
H: -0.584 -2.275 0.460
H: -2.277 -1.371 -1.001
H: -2.719 -0.029 0.264
H: 0.515 1.641 -1.659

## Properties
Relative energy (zero: lowest compared OMol25 entry of this formula, charge and spin)   5.2005 eV
HOMO-LUMO gap (spin up / spin down)   7.38 / 8.27 eV
Charge   +1
E   -10843.062 eV

Mulliken atomic charge list, values in e, 5 entries:
1. C 0.373
2. C -0.015
3. C -0.636
4. C -0.460
5. C -0.854

# 6
Formula: C7H4NO6TaTe4
Source: the Open Molecules 2025 dataset
Level of theory: ωB97M-V/def2-TZVPD

Element x y z (Å)
Ta: -0.090 0.165 -0.018
O: 1.415 3.975 1.715
C: 0.976 2.782 1.473
O: 1.460 1.999 0.653
C: -0.174 2.335 2.323
C: -0.802 2.875 3.428
C: -1.766 2.088 4.074
C: -2.037 0.769 3.691
C: -1.313 0.318 2.610
N: -0.501 1.115 1.937
C: -1.131 -0.945 1.764
O: -1.884 -1.125 0.781
O: 0.115 -1.239 1.659
H: 2.174 4.201 1.150
H: -0.555 3.865 3.786
H: -2.297 2.506 4.919
H: -2.737 0.148 4.229
Te: 2.007 -0.127 -1.738
Te: 2.679 -1.659 -3.755
Te: 0.527 -3.217 -3.724
Te: -0.649 -2.183 -1.743
O: -1.622 1.004 -0.854
O: -0.458 1.876 -0.975

## Properties
Relative energy (zero: lowest compared OMol25 entry of this formula, charge and spin)   2.6688 eV
HOMO-LUMO gap (spin up / spin down)   5.33 / 5.33 eV
Charge   +2
E   -51805.594 eV

Mulliken atomic charge list, values in e, 5 entries:
1. Ta 1.181
2. O -0.359
3. C 0.395
4. O -0.604
5. C 0.561

# 7
Formula: C5H8O
Source: the Open Molecules 2025 dataset
Level of theory: ωB97M-V/def2-TZVPD

Element x y z (Å)
O: -1.391 -1.647 -0.309
C: -0.529 -0.614 -0.005
C: -0.740 0.507 0.978
C: 0.800 0.750 0.893
C: 0.938 -0.431 -0.065
C: 0.157 -0.092 -1.313
H: -1.288 -1.163 -1.181
H: -1.058 0.151 1.963
H: -1.421 1.296 0.646
H: 1.309 0.592 1.840
H: 1.101 1.708 0.463
H: 1.729 -1.159 -0.125
H: 0.353 -0.824 -2.114
H: 0.039 0.927 -1.671

## Properties
Relative energy (zero: lowest compared OMol25 entry of this formula, charge and spin)   3.2212 eV
HOMO-LUMO gap   10.47 eV
SMILES   O[C@@]12CC[C@@H]1C2
E   -7359.034 eV

Mulliken atomic charge list, values in e, 5 entries:
1. O -0.593
2. C 0.557
3. C -0.557
4. C -0.644
5. C -0.311

# 8
Formula: C37H34CoN2OPS2
Source: the Open Molecules 2025 dataset
Level of theory: ωB97M-V/def2-TZVPD

Element x y z (Å)
Co: 0.765 -1.105 0.324
C: -2.778 1.069 1.631
C: -1.882 0.086 0.916
N: -0.605 0.055 1.153
N: -0.158 0.979 2.103
C: 1.059 0.790 2.489
S: 2.135 -0.427 1.948
S: 1.742 1.948 3.645
C: 0.251 2.752 4.316
C: -0.360 1.990 5.458
C: -0.013 2.297 6.770
C: -0.549 1.587 7.835
C: -1.442 0.552 7.600
C: -1.793 0.236 6.294
C: -1.259 0.950 5.232
C: -2.517 -0.814 -0.050
C: -3.905 -0.687 -0.272
C: -4.609 -1.487 -1.140
C: -3.922 -2.489 -1.841
C: -2.575 -2.649 -1.662
C: -1.814 -1.824 -0.783
O: -0.547 -2.026 -0.743
H: -2.218 1.637 2.361
H: -3.598 0.548 2.125
H: -3.215 1.764 0.910
H: -0.444 2.887 3.490
H: 0.586 3.734 4.653
H: 0.691 3.100 6.958
H: -0.266 1.841 8.849
H: -1.859 -0.008 8.428
H: -2.483 -0.575 6.099
H: -1.518 0.689 4.214
H: -4.454 0.078 0.259
H: -5.673 -1.343 -1.275
H: -4.453 -3.135 -2.530
H: -2.017 -3.405 -2.201
C: 2.679 2.580 -3.721
C: 1.220 2.214 -3.610
C: 0.320 2.880 -4.443
C: -1.039 2.607 -4.423
C: -1.530 1.646 -3.555
C: -0.653 0.985 -2.712
C: 0.719 1.250 -2.720
P: 1.631 0.230 -1.483
C: 3.101 1.197 -1.000
C: 4.377 0.658 -1.124
C: 5.483 1.311 -0.598
C: 5.316 2.515 0.067
C: 4.044 3.052 0.204
C: 2.926 2.411 -0.316
C: 1.567 3.032 -0.148
C: 2.286 -1.138 -2.491
C: 2.605 -1.040 -3.845
C: 3.099 -2.135 -4.532
C: 3.276 -3.338 -3.853
C: 2.949 -3.435 -2.512
C: 2.440 -2.344 -1.796
C: 2.070 -2.452 -0.340
H: 2.866 3.073 -4.676
H: 3.331 1.712 -3.645
H: 2.980 3.263 -2.924
H: 0.704 3.624 -5.132
H: -1.707 3.142 -5.088
H: -2.587 1.412 -3.524
H: -1.031 0.244 -2.021
H: 4.507 -0.290 -1.631
H: 6.468 0.873 -0.700
H: 6.170 3.027 0.494
H: 3.907 3.981 0.747
H: 1.582 3.777 0.648
H: 0.815 2.285 0.112
H: 1.236 3.516 -1.072
H: 2.440 -0.107 -4.372
H: 3.336 -2.058 -5.586
H: 3.660 -4.204 -4.379
H: 3.074 -4.379 -1.993
H: 2.995 -2.511 0.250
H: 1.564 -3.417 -0.199

## Properties
HOMO-LUMO gap (spin up / spin down)   6.49 / 7.05 eV
Multiplicity   2
Charge   -1
E   -112538.239 eV

Mulliken atomic charge list, values in e, 5 entries:
1. Co -0.375
2. C -1.839
3. C 1.874
4. N 0.057
5. N -0.157

Which formula does entry 5 have? C6H10N3